Below is 4 unconnected molecules or ions with the total composition C47H66BNO15S in a non-equilibrium geometry, with properties calculated with ωB97M-V/def2-TZVPD.

Bonds (Å) are listed after each position.
Element x y z (Å)
1 C 0.56 -3.55 2.85  C2 1.539, H36 1.100, H37 1.097, H38 1.100
2 C -0.95 -3.29 2.68  C1 1.539, C3 1.565, H39 1.103, H40 1.098
3 C -1.82 -4.58 2.86  C2 1.565, C4 1.548, H41 1.101, H42 1.098
4 C -3.05 -4.56 1.92  C3 1.548, C5 1.536, H43 1.099, H44 1.107
5 C -2.73 -4.84 0.44  C4 1.536, C6 1.566, H45 1.101, H46 1.105
6 C -2.23 -6.30 0.17  C5 1.566, C7 1.571, H47 1.099, H48 1.095
7 C -0.69 -6.26 -0.14  C6 1.571, C8 1.565, H49 1.102, H50 1.099
8 C -0.40 -6.23 -1.68  C7 1.565, C9 1.555, H51 1.094, H52 1.099
9 C 0.74 -5.21 -1.95  C8 1.555, C10 1.545, H53 1.095, H54 1.104
10 C 0.85 -4.70 -3.40  C9 1.545, C11 1.553, H55 1.103, H56 1.104
11 C -0.50 -4.42 -4.11  C10 1.553, C12 1.545, H57 1.103, H58 1.100
12 C -1.51 -3.60 -3.28  C11 1.545, C13 1.574, H59 1.105, H60 1.095
13 C -1.39 -2.04 -3.48  C12 1.574, C14 1.555, H61 1.096, H62 1.097
14 C -1.49 -1.41 -2.06  C13 1.555, C15 1.550, H63 1.105, H64 1.097
15 C -0.28 -1.77 -1.16  C14 1.550, C16 1.571, H65 1.097, H66 1.096
16 C 0.67 -0.59 -0.77  C15 1.571, C17 1.536, B20 1.619, N23 1.470
17 C 0.87 0.38 -1.94  C16 1.536, O18 1.436, H67 1.101, H68 1.103
18 O 1.37 -0.44 -3.01  C17 1.436, C19 1.421
19 C 1.65 0.33 -4.17  O18 1.421, H69 1.103, H70 1.101, H71 1.100
20 B 2.11 -1.32 -0.59  C16 1.619, O21 1.369, O22 1.419
21 O 2.21 -2.60 -0.13  B20 1.369, H72 0.965
22 O 3.32 -0.64 -0.85  B20 1.419, H73 0.971
23 N 0.37 0.00 0.54  C16 1.470, C24 1.437, C28 1.454
24 C 1.30 0.98 1.03  N23 1.437, S25 1.858, H74 1.099, H75 1.097
25 S 2.25 0.35 2.49  C24 1.858, C26 1.827
26 C 3.79 1.34 2.59  S25 1.827, C27 1.556, H76 1.095, H77 1.099
27 C 4.40 1.07 3.99  C26 1.556, H78 1.095, H79 1.094, H80 1.102
28 C -1.03 0.30 0.83  N23 1.454, C29 1.535, H81 1.106, H82 1.097
29 C -1.71 1.42 0.03  C28 1.535, C30 1.380, C34 1.403
30 C -1.09 2.58 -0.39  C29 1.380, C31 1.418, H83 1.087
31 C -1.77 3.59 -1.13  C30 1.418, C32 1.393, H84 1.089
32 C -3.12 3.43 -1.42  C31 1.393, C33 1.392, H85 1.087
33 C -3.73 2.27 -0.96  C32 1.392, C34 1.375, H86 1.092
34 C -3.07 1.29 -0.26  C29 1.403, C33 1.375, C35 1.525
35 C -3.91 0.10 0.19  C34 1.525, H87 1.095, H88 1.095, H89 1.106
36 H 1.12 -2.64 2.56  C1 1.100
37 H 0.91 -4.36 2.20  C1 1.097
38 H 0.77 -3.76 3.91  C1 1.100
39 H -1.11 -2.96 1.64  C2 1.103
40 H -1.33 -2.48 3.33  C2 1.098
41 H -2.21 -4.53 3.89  C3 1.101
42 H -1.18 -5.46 2.71  C3 1.098
43 H -3.84 -5.19 2.33  C4 1.099
44 H -3.44 -3.52 1.97  C4 1.107
45 H -2.06 -4.09 0.01  C5 1.101
46 H -3.68 -4.74 -0.11  C5 1.105
47 H -2.35 -6.85 1.12  C6 1.099
48 H -2.77 -6.77 -0.66  C6 1.095
49 H -0.21 -7.13 0.33  C7 1.102
50 H -0.30 -5.37 0.37  C7 1.099
51 H -1.34 -6.01 -2.19  C8 1.094
52 H 0.00 -7.23 -1.92  C8 1.099
53 H 0.66 -4.41 -1.20  C9 1.095
54 H 1.68 -5.73 -1.72  C9 1.104
55 H 1.51 -3.82 -3.50  C10 1.103
56 H 1.35 -5.50 -3.98  C10 1.104
57 H -0.26 -3.85 -5.03  C11 1.103
58 H -0.94 -5.37 -4.45  C11 1.100
59 H -2.51 -3.86 -3.67  C12 1.105
60 H -1.51 -3.88 -2.22  C12 1.095
61 H -2.21 -1.67 -4.11  C13 1.096
62 H -0.41 -1.87 -3.94  C13 1.097
63 H -2.38 -1.89 -1.62  C14 1.105
64 H -1.73 -0.34 -2.13  C14 1.097
65 H 0.34 -2.46 -1.75  C15 1.097
66 H -0.58 -2.32 -0.26  C15 1.096
67 H -0.04 0.87 -2.31  C17 1.101
68 H 1.63 1.16 -1.77  C17 1.103
69 H 2.72 0.56 -4.28  C19 1.103
70 H 1.09 1.28 -4.17  C19 1.101
71 H 1.30 -0.25 -5.04  C19 1.100
72 H 3.13 -2.85 0.03  O21 0.965
73 H 3.74 -0.55 0.02  O22 0.971
74 H 0.72 1.83 1.42  C24 1.099
75 H 1.99 1.41 0.28  C24 1.097
76 H 3.64 2.41 2.41  C26 1.095
77 H 4.49 0.91 1.86  C26 1.099
78 H 4.98 0.14 3.97  C27 1.095
79 H 4.96 1.92 4.38  C27 1.094
80 H 3.58 0.88 4.69  C27 1.102
81 H -1.04 0.65 1.88  C28 1.106
82 H -1.68 -0.58 0.84  C28 1.097
83 H -0.04 2.77 -0.18  C30 1.087
84 H -1.24 4.47 -1.47  C31 1.089
85 H -3.70 4.17 -1.98  C32 1.087
86 H -4.80 2.14 -1.16  C33 1.092
87 H -4.97 0.28 0.00  C35 1.095
88 H -3.56 -0.87 -0.19  C35 1.095
89 H -3.83 0.04 1.30  C35 1.106
90 C -3.49 7.44 2.48  C91 1.340, C96 1.454, H100 1.081
91 C -2.85 6.38 1.96  C90 1.340, C92 1.490, O99 1.328
92 C -1.40 6.14 2.20  C91 1.490, O93 1.220, C94 1.453
93 O -0.90 5.15 1.70  C92 1.220
94 C -0.66 7.10 3.02  C92 1.453, C95 1.339, H101 1.081
95 C -1.30 8.16 3.54  C94 1.339, C96 1.503, O98 1.332
96 C -2.76 8.39 3.31  C90 1.454, C95 1.503, O97 1.217
97 O -3.29 9.36 3.83  C96 1.217
98 O -0.67 9.06 4.29  C95 1.332, H102 0.977
99 O -3.45 5.48 1.19  C91 1.328, H103 0.980
100 H -4.54 7.62 2.31  C90 1.081
101 H 0.39 6.92 3.17  C94 1.081
102 H -1.35 9.71 4.54  O98 0.977
103 H -2.77 4.81 0.96  O99 0.980
104 C -3.72 3.06 6.17  C105 1.340, C110 1.455, H114 1.081
105 C -3.61 1.85 6.72  C104 1.340, C106 1.502, O113 1.332
106 C -2.69 0.80 6.15  C105 1.502, O107 1.216, C108 1.456
107 O -2.62 -0.28 6.71  C106 1.216
108 C -1.94 1.13 4.95  C106 1.456, C109 1.339, H115 1.082
109 C -2.06 2.34 4.40  C108 1.339, C110 1.500, O112 1.330
110 C -2.95 3.40 4.98  C104 1.455, C109 1.500, O111 1.219
111 O -2.99 4.49 4.44  C110 1.219
112 O -1.39 2.69 3.30  C109 1.330, H116 0.978
113 O -4.29 1.49 7.81  C105 1.332, H117 0.977
114 H -4.37 3.82 6.58  C104 1.081
115 H -1.30 0.36 4.54  C108 1.082
116 H -1.65 3.61 3.11  O112 0.978
117 H -4.03 0.57 8.00  O113 0.977
118 C 7.77 1.47 -4.99  C119 1.339, C124 1.455, H128 1.081
119 C 6.46 1.33 -4.75  C118 1.339, C120 1.502, O127 1.333
120 C 5.43 1.64 -5.80  C119 1.502, O121 1.217, C122 1.455
121 O 4.25 1.49 -5.52  C120 1.217
122 C 5.89 2.12 -7.09  C120 1.455, C123 1.339, H129 1.081
123 C 7.20 2.26 -7.33  C122 1.339, C124 1.500, O126 1.333
124 C 8.23 1.92 -6.30  C118 1.455, C123 1.500, O125 1.217
125 O 9.41 2.05 -6.58  C124 1.217
126 O 7.66 2.69 -8.51  C123 1.333, H130 0.977
127 O 6.00 0.92 -3.57  C119 1.333, H131 0.976
128 H 8.52 1.24 -4.25  C118 1.081
129 H 5.14 2.36 -7.83  C122 1.081
130 H 8.64 2.70 -8.42  O126 0.977
131 H 5.03 0.91 -3.64  O127 0.976

- Highest occupied orbital energy: -8.38 eV
- SMILES: CCCCCCCCCCCCCCC[C@](COC)(B(O)O)N(CSCC)Cc1ccccc1C.O=C1C=C(O)C(=O)C=C1O.O=C1C=C(O)C(=O)C=C1O.O=C1C=C(O)C(=O)C=C1O
- Orbital gap: 6.81 eV